No. 1
Molecular formula: C36H31BrClN4O9PS2
Method: DFT, ωB97M-V/def2-TZVPD

Element x y z (Å)
Br: -9.22032 4.94390 2.18708
Cl: -1.60265 -2.22356 -0.55914
S: 0.45553 5.00733 1.99599
S: 0.17231 1.19358 -2.90241
P: -2.63628 -0.83329 -1.82829
O: 9.91743 -3.66666 -0.95042
O: 10.27422 -3.55077 1.18068
O: -1.69515 -7.75356 2.91160
O: 4.67902 -1.09924 -3.36889
O: -4.38070 -0.61563 0.80337
O: -2.05490 -1.06024 -3.41835
O: 3.19902 -0.09773 -4.58774
O: -0.92250 -6.20952 1.60702
O: -3.26965 3.70944 3.05330
N: 3.69916 -1.10084 -4.10113
N: 1.85622 3.28650 -1.02732
N: 9.64846 -3.26017 0.17135
N: -1.72469 -6.63039 2.42879
C: -3.04104 1.40612 0.05751
C: -7.04660 1.25626 0.61161
C: 8.49527 -2.36834 0.31587
C: -1.17124 5.04456 1.06221
C: 6.62499 -1.21448 -0.65894
C: 7.73318 -2.04234 -0.80480
C: 8.16742 -1.86619 1.57370
C: -5.58100 1.58957 0.97380
C: -5.27221 2.95396 1.69598
C: -3.92009 -3.61016 2.70072
C: -4.74675 -5.31181 4.20150
C: -2.73178 2.77159 0.77763
C: -7.83028 3.62500 1.72629
C: 1.88260 -4.82892 -4.96235
C: -0.65917 3.11483 -0.85135
C: 3.59774 -3.55558 -3.84544
C: -4.84879 -4.04016 3.64397
C: -0.95633 1.73585 -1.54871
C: -3.71860 -6.16310 3.81064
C: -2.79630 -5.72949 2.86022
C: 2.99181 -4.77621 -4.12336
C: -1.51174 3.66477 0.33647
C: 3.08042 -2.39140 -4.41093
C: 7.05910 -1.03672 1.70966
C: 1.97455 -2.43830 -5.25793
C: -0.04133 7.66832 2.78863
C: -3.70664 3.22735 1.98399
C: -6.35898 3.98405 2.09475
C: 1.01851 6.80657 1.91438
C: 1.37694 -3.66384 -5.53233
C: -2.88713 -4.45376 2.30618
C: 6.28794 -0.71580 0.59609
C: 0.58445 3.95839 -1.41895
C: -4.33711 0.62271 0.61748
C: -2.15513 0.85044 -1.11531
C: -8.16759 2.28199 1.00976
H: 3.38239 -5.68759 -3.68313
H: 0.50946 5.04746 -1.04140
H: -0.99542 7.78035 2.14495
H: -9.23876 1.97862 0.71938
H: -5.47196 -5.64046 4.93856
H: 0.43523 4.03780 -2.56419
H: 1.40883 -5.78306 -5.17249
H: -0.37650 7.11308 3.73714
H: -5.65734 -3.38095 3.94566
H: 8.75813 -2.11124 2.44955
H: 5.41874 -0.07427 0.70711
H: -7.32314 0.29224 0.07073
H: 2.09101 6.94359 2.27691
H: -2.04731 5.40958 1.71717
H: -1.02934 5.82863 0.22141
H: -3.65199 -7.15235 4.25004
H: 7.98511 -2.42433 -1.78795
H: 6.79329 -0.64274 2.68497
H: 2.44426 3.96652 -0.52001
H: 0.35587 8.71694 3.00161
H: 0.51380 -3.71141 -6.18795
H: 0.86019 7.12899 0.81898
H: 1.56906 -1.53745 -5.70573
H: 6.02078 -0.95950 -1.52392
H: -4.00346 -2.61753 2.27036
H: -6.05624 4.94513 2.61808
H: -1.11881 -1.37072 -3.43507
H: -2.17020 -4.10589 1.57013
H: 2.32745 2.95667 -1.88553
H: 4.46127 -3.52819 -3.18999
H: 0.02195 2.18713 -3.87955

Calculated values
* structure (SMILES): CCSCc1c(CN)c(S)c(P(O)Cl)c2c1C(=O)c1cc(Br)ccc1C2=O.O=[N+]([O-])c1ccccc1.O=[N+]([O-])c1ccccc1.O=[N+]([O-])c1ccccc1
* net charge: 0
* E_HOMO: -8.91 eV

No. 2
Molecular formula: C5H12NO2
Method: DFT, ωB97M-V/def2-TZVPD

Element x y z (Å)
O: -1.11979 -2.60152 -1.78685
O: 2.47609 -1.38672 0.19374
N: 1.98567 1.12206 1.02234
C: 0.04889 0.46899 -0.36086
C: -1.43984 0.33105 -0.06590
C: 1.40777 -1.25729 0.70095
C: -2.37950 1.20303 -0.36183
C: 0.82041 0.15915 0.94132
H: 2.53644 1.17014 0.16913
H: 0.26608 1.41733 -0.77080
H: -0.75931 -1.86883 -2.30601
H: -1.63370 -0.60627 0.44136
H: 2.64847 0.85656 1.75865
H: 0.26896 -0.17764 -1.20031
H: 0.69415 -2.00070 1.09259
H: 0.22880 0.25161 1.84530
H: -2.01740 -2.32679 -1.56672
H: -3.42024 1.09029 -0.10483
H: 1.61641 2.03703 1.28646
H: -2.22835 2.11853 -0.92774

Calculated values
* energy relative to the best compared isomer or geometry (same formula, charge and spin): 2.1901 eV
* net charge: +1
* E_HOMO: -13.97 eV

No. 3
Molecular formula: C19H22F2N2O4
Method: DFT, ωB97M-V/def2-TZVPD

Element x y z (Å)
F: -3.61101 1.96744 -2.27927
F: -3.30076 6.35949 -0.69598
O: -2.05740 2.75813 -4.64454
O: -1.57398 -0.54221 -3.17682
O: 0.04732 -2.27076 4.12323
O: 1.28202 1.44788 -0.41609
N: -0.75267 -0.89315 -2.16254
N: 1.45136 -0.77921 -0.14137
C: -1.99156 4.89416 -3.72148
C: -3.44361 4.15228 -1.48800
C: 1.80593 -1.13156 2.24960
C: 0.79922 -3.20957 3.39260
C: -3.00776 5.45219 -1.64500
C: 0.46175 -2.73393 0.92735
C: 2.39809 -0.60990 0.94122
C: -2.21619 1.36132 -4.55458
C: -2.40968 3.56567 -3.60556
C: -2.28383 5.83778 -2.75991
C: -3.14561 3.22470 -2.47054
C: -0.45245 1.27619 -2.62596
C: -0.07223 0.17169 -1.81451
C: -1.39818 0.75752 -3.45986
C: 1.07633 -2.15654 -0.34953
C: 1.43110 -2.60976 2.10735
C: 0.93242 0.31697 -0.72503
C: 2.97659 -3.09604 4.79308
C: 1.81728 -3.94584 4.28306
H: 0.90817 -0.55404 2.47896
H: -1.95430 6.85856 -2.86271
H: 2.33365 -3.18617 1.87565
H: 2.53349 -0.97798 3.04702
H: 2.62028 -2.22709 5.34370
H: 2.21195 -4.79344 3.71997
H: 3.58894 -3.68676 5.47071
H: -1.87088 0.98304 -5.52348
H: 0.36729 -2.22375 -1.17213
H: -3.26733 1.07007 -4.43131
H: 0.65411 -1.64470 4.53342
H: 0.20999 -3.78100 0.75404
H: 1.26742 -4.34305 5.13935
H: 1.98351 -2.72060 -0.60215
H: -4.00951 3.85125 -0.62168
H: -1.42607 5.15890 -4.59994
H: -0.45786 -2.19607 1.16221
H: 3.61029 -2.76074 3.97596
H: -0.06484 2.27034 -2.56566
H: 0.05567 -3.95383 3.08106
H: 2.63011 0.45356 1.02006
H: 3.31342 -1.16143 0.69601

Calculated values
* structure (SMILES): CC[C@@H](O)C1CCN(C(=O)c2cc(COc3ccc(F)cc3F)on2)CC1
* energy relative to the best compared isomer or geometry (same formula, charge and spin): 0.0198 eV
* net charge: 0
* E_HOMO: -8.88 eV

No. 4
Molecular formula: C24H26N4O4
Method: DFT, ωB97M-V/def2-TZVPD

Element x y z (Å)
O: 5.47319 3.05730 -1.03872
O: 3.53436 -5.78215 -0.26812
O: 0.29734 -2.44817 -1.18842
O: -6.36664 -1.18389 -0.04327
N: -1.63232 1.04535 -0.62121
N: -0.22833 1.84879 0.98640
N: -4.28562 0.70565 0.25931
N: -1.39938 -1.03846 -1.65318
C: -5.49789 1.04137 -0.46358
C: 3.01480 -4.54792 -0.04352
C: 1.90285 -4.08468 -0.72919
C: 3.62352 -3.73402 0.90857
C: 6.23076 3.83568 -0.14555
C: -0.49247 0.89605 0.17756
C: 0.22620 -0.34447 -0.03395
C: 3.28963 1.13833 1.22053
C: -0.26610 -1.24820 -0.92340
C: 4.53952 2.20596 -0.52926
C: 1.50531 -0.58911 0.72608
C: 4.26824 2.03430 0.82223
C: -2.01419 0.07519 -1.46342
C: 3.11829 -2.47440 1.15206
C: -4.58546 -0.24677 1.31102
C: 2.00786 -1.99083 0.47242
C: -5.19351 -1.49589 0.67094
C: -2.47293 2.19820 -0.40043
C: 2.56783 0.40360 0.29543
C: -6.09334 -0.24007 -1.05034
C: 2.84917 0.57531 -1.05614
C: 1.40359 -2.81306 -0.47144
C: -3.51456 1.86024 0.67691
C: 3.81824 1.46290 -1.46566
H: 6.82646 3.21064 0.52793
H: -5.38500 -0.66756 -1.77639
H: 3.59639 -1.84022 1.88352
H: -5.48248 -2.22114 1.43318
H: -4.14489 2.74048 0.86668
H: 5.59537 4.50386 0.44501
H: 0.62539 1.71861 1.51425
H: -2.90912 0.25704 -2.04073
H: 4.03986 1.60360 -2.51165
H: 1.32334 -0.46156 1.80338
H: -2.96007 2.46605 -1.33932
H: -7.04409 -0.03430 -1.54522
H: -3.65958 -0.51608 1.82283
H: 4.48559 -4.10496 1.43782
H: -2.97405 1.62290 1.59482
H: 1.40515 -4.69320 -1.47015
H: 6.89830 4.43110 -0.76650
H: 3.09131 1.01902 2.27735
H: 3.02058 -6.23439 -0.94830
H: -4.45150 -1.94553 -0.00592
H: -1.83136 3.00865 -0.05194
H: 4.80535 2.58945 1.57509
H: -5.25842 1.73599 -1.27108
H: -5.29681 0.16596 2.04821
H: -6.24346 1.51615 0.19967
H: 2.29976 0.00735 -1.79319

Calculated values
* structure (SMILES): [H]/N=c1\c2c(ncn1CCN1CCOCC1)Oc1cc(O)ccc1[C@H]2c1ccc(OC)cc1
* energy relative to the best compared isomer or geometry (same formula, charge and spin): 2.2435 eV
* net charge: 0
* E_HOMO: -8.11 eV

Question: The highest net charge belongs to which entry?
Answer: C5H12NO2